Entry 1:
12
Properties=species:S:1:pos:R:3:forces:R:3 method="wB97M-V/def2-TZVPD" homo_lumo_gap_ev=8.4 e_above_lowest_ev=2.754 mol_weight_g_mol=133.53 multiplicity=1 homo_energy_ev=-9.742 total_energy_ha=-820.14705
N -2.156329 -1.010848 -0.152131 3.555 -8.294 3.851
C -1.290651 -0.005436 -0.076279 -4.276 1.751 -1.803
O -1.892025 1.070341 -0.172383 2.850 1.221 0.458
C 0.165437 -0.390808 -0.254101 0.823 -2.448 2.195
O 0.407834 -1.638919 -0.165412 -0.072 4.948 -0.876
C 0.971014 0.901679 -0.133238 -0.535 -1.147 0.308
C 2.288445 1.009535 -0.115318 0.536 -2.143 0.708
Cl 3.101905 -0.596518 -0.103729 0.484 1.775 -0.440
H -3.063261 -1.006583 0.184856 -2.147 1.578 0.280
H -1.744010 -1.911945 0.589677 -1.102 2.879 -3.546
H 0.332095 1.680551 0.268798 0.052 0.443 -0.875
H 2.879543 1.898948 0.129265 -0.169 -0.563 -0.260

=====

Entry 2:
11
Properties=species:S:1:pos:R:3:forces:R:3 method="wB97M-V/def2-TZVPD" homo_lumo_gap_ev="6.9 / 7.1" s_squared=2.01 e_above_lowest_ev=1.474 mol_weight_g_mol=134.50 multiplicity=3 homo_energy_ev="-6.089 / -9.647" total_energy_ha=-1031.41679
C 0.672427 -0.917255 0.680735 1.839 3.177 -3.222
C 0.452973 0.012877 -0.450285 -0.503 1.228 1.063
C -0.207374 -1.878646 0.536943 -1.833 -6.510 2.874
C 0.220865 1.475160 -0.161066 1.548 0.956 -0.354
O -1.156540 -2.459850 0.107994 -0.442 1.192 -0.690
P -1.161934 0.656862 -0.921232 -0.501 0.462 -2.435
Cl -2.437510 0.637223 0.604302 -0.792 -0.435 1.277
H 1.728344 -1.110969 0.703502 0.504 -0.415 1.412
H 0.981555 -0.271741 -1.343480 0.483 0.142 -0.290
H 0.023569 1.654962 0.880506 0.187 0.206 0.312
H 0.883622 2.201378 -0.637918 -0.490 -0.004 0.052